The following is a quantum chemistry calculation of a structure of composition C9H21AgF2N3O3 at a distorted geometry, from OMol25.

The geometry in XYZ format:
```
39
Properties=species:S:1:pos:R:3:mulliken_spin:R:1
Ag -1.09418 1.47306 0.26117 0.090
F 0.30368 3.64819 -0.25331 0.000
F -2.73706 3.30972 -0.26296 0.000
C 1.83029 0.43674 -0.17478 -0.058
O 0.61871 0.36605 -0.42094 0.161
N 2.68702 -0.57251 -0.03208 -1.233
C 2.35043 -1.92094 0.15731 0.495
C 4.12463 -0.20579 0.10722 0.869
H 2.44153 1.35006 -0.24155 0.101
H 2.44368 -2.13693 1.22161 0.525
H 3.07924 -2.59658 -0.29042 -0.536
H 1.36834 -2.29736 -0.12889 0.206
H 4.73895 -1.03172 -0.25131 -0.033
H 4.52972 0.71481 -0.31289 0.077
H 4.33002 -0.25227 1.17669 -0.189
C -0.62325 -0.66277 3.00641 0.249
O -1.00038 0.29011 2.33464 0.065
N 0.65767 -0.84556 3.38070 -1.799
C 0.99065 -2.08462 4.19122 2.611
C 1.74403 0.09513 3.10294 0.003
H -1.30493 -1.42893 3.40707 0.072
H 0.91902 -1.91612 5.26573 -0.204
H 1.89593 -2.59166 3.85732 -0.620
H 0.21409 -2.83647 4.05062 -0.138
H 1.45413 0.90662 2.43544 0.327
H 2.06109 0.60460 4.01288 -0.189
H 2.50709 -0.46341 2.56086 0.130
C -2.22183 1.12716 -2.42634 -0.001
O -2.13477 0.36061 -1.47251 0.016
N -3.20711 0.85821 -3.37239 0.000
C -3.60007 1.90436 -4.44241 0.000
C -4.01403 -0.33477 -3.38679 0.002
H -1.67790 2.06506 -2.61788 0.002
H -4.64336 1.81890 -4.74628 0.000
H -2.98603 1.87987 -5.34267 0.000
H -3.40514 2.89469 -4.03088 0.000
H -3.61875 -1.19231 -2.84229 0.001
H -5.02600 -0.13056 -3.03705 0.001
H -3.99515 -0.60267 -4.44318 -0.002
```

As for the expectation value of S²: 0.7504. The value obtained for the frontier orbital gap (alpha / beta) is 2.2328 / 5.6146 eV. The spin multiplicity is 2. Its charge is -2. As for the energy: -29715.716 eV.

The following is a quantum chemistry calculation of a cluster of 9 separate species, C17H44Cl6O11 in total at a distorted geometry, from OMol25.

The geometry in XYZ format:
```
78
Properties=species:S:1:pos:R:3:lowdin_charge:R:1
C 3.59667 0.63026 2.00927 -0.153
C 3.32106 -0.39486 3.11878 -0.162
C 3.53230 0.47956 4.37036 -0.192
O 4.61644 1.35478 4.03825 -0.142
C 4.54901 1.65342 2.66368 -0.209
H 2.71176 1.16039 1.66935 0.093
H 4.10422 0.19630 1.14526 0.103
H 3.99496 -1.24109 3.20953 0.097
H 2.26776 -0.67392 3.09708 0.099
H 3.72960 -0.08226 5.28195 0.116
H 2.69739 1.14908 4.60322 0.120
H 5.54040 1.76461 2.21916 0.116
H 4.10896 2.65666 2.54661 0.114
C 0.83847 4.77901 -1.59583 -0.249
C -0.54200 5.14895 -2.13723 -0.219
O -1.58329 4.92915 -1.16451 -0.098
O 1.70060 4.53776 -2.69997 -0.074
H 0.82104 3.90905 -0.92832 0.079
H 1.32225 5.48740 -0.91827 0.120
H -0.74835 4.46879 -2.96620 0.114
H -0.49046 6.20524 -2.41594 0.121
H -2.36445 5.00261 -1.72473 0.077
H 1.83628 3.59179 -2.81780 0.051
C -1.18079 -3.98367 3.94276 -0.238
C -2.44131 -3.43908 3.33224 -0.222
O -2.32008 -2.15695 2.71212 -0.081
O -0.83011 -3.20460 5.08294 -0.062
H -0.35625 -3.98859 3.22110 0.121
H -1.31772 -5.02623 4.25639 0.121
H -3.30059 -3.47507 4.00854 0.131
H -2.80626 -4.12078 2.55653 0.125
H -2.48686 -1.52822 3.42574 0.111
H 0.11525 -3.27434 5.23197 0.083
C -5.39493 -1.33217 -1.70532 -0.269
C -4.49189 -0.99475 -0.53377 -0.258
O -4.51538 -2.11360 0.35554 -0.078
O -6.75909 -1.37832 -1.31503 -0.063
H -5.09480 -2.22740 -2.24738 0.083
H -5.25559 -0.46039 -2.35997 0.118
H -4.81453 -0.14066 0.07849 0.123
H -3.49334 -0.66928 -0.84572 0.088
H -3.73561 -2.17554 0.91708 0.045
H -6.77319 -1.57154 -0.37117 0.077
C 1.73047 0.43015 -5.81773 -0.236
C 1.48981 0.45828 -4.32683 -0.227
O 1.21627 1.77853 -3.85839 -0.081
O 0.58890 0.78809 -6.59587 -0.058
H 2.09771 -0.53453 -6.18200 0.122
H 2.51152 1.18001 -6.00013 0.126
H 2.33339 0.04505 -3.77480 0.131
H 0.70122 -0.25536 -4.05105 0.123
H 0.58070 2.17297 -4.46893 0.106
H 0.89641 1.26137 -7.36975 0.085
C -0.00953 -0.21270 0.51524 -0.264
C 0.03759 0.48678 -0.83381 -0.235
O 1.39953 0.70714 -1.22158 -0.085
O -1.39757 -0.25016 0.85856 -0.100
H 0.62012 0.24495 1.27645 0.092
H 0.27400 -1.25461 0.36015 0.018
H -0.37924 1.48393 -0.66201 0.087
H -0.52810 -0.12921 -1.53452 0.101
H 1.33537 1.00690 -2.14491 0.021
H -1.61418 -1.04826 1.36098 0.032
C 4.10168 -3.16026 0.92696 -1.007
Cl 2.43907 -2.86120 0.40978 0.540
Cl 5.16116 -3.83059 -0.34705 0.502
H 4.47529 -2.20529 1.27162 -0.006
H 4.10601 -3.91420 1.70384 0.022
C -1.53799 -3.79182 -2.53250 -0.952
Cl -0.66848 -3.34965 -1.04202 0.526
Cl -2.38189 -2.35339 -3.13091 0.563
H -0.73866 -3.97939 -3.24017 0.016
H -2.13641 -4.67453 -2.35116 0.038
C -1.97589 3.21482 2.42297 -0.935
Cl -1.72680 3.73347 4.12264 0.475
Cl -0.38945 3.24140 1.58305 0.544
H -2.29658 2.18237 2.38036 0.013
H -2.62298 3.93748 1.94674 0.024
```

The value obtained for the frontier orbital gap is 9.5951 eV. The spin multiplicity is 1. Its SMILES is C1CCOC1.ClCCl.ClCCl.ClCCl.OCCO.OCCO.OCCO.OCCO.OCCO. As for the energy: -115995.929 eV.

The following is a quantum chemistry calculation of a structure of composition C7H17N at a distorted geometry, from OMol25.

The geometry in XYZ format:
```
25
Properties=species:S:1:pos:R:3:lowdin_charge:R:1
C 1.12981 -1.25710 0.37241 -0.386
N 0.10948 -0.43667 0.96648 -0.060
C -1.20541 -0.98816 0.70371 -0.284
C -2.07263 -0.14457 -0.28643 -0.407
C -1.30418 -0.00518 -1.58999 -0.110
C -2.33289 1.23710 0.38531 -0.086
C 2.30509 -0.39487 0.18333 -0.106
C 3.08887 -0.01928 1.32161 0.031
H 1.35156 -2.24752 0.84932 0.114
H 0.87146 -1.59235 -0.63933 0.099
H -1.06662 -1.97408 0.22664 0.099
H 1.69555 2.33619 -1.93786 0.036
H -1.80615 -1.15298 1.61138 0.110
H -3.06488 -0.56727 -0.48137 0.119
H -1.16556 -0.94051 -2.13510 0.073
H -1.82648 0.67076 -2.27801 0.072
H -0.38157 0.52813 -1.36067 0.028
H -2.38206 2.12948 -0.23142 0.066
H -1.60507 1.30243 1.19641 0.056
H -3.28723 1.13397 0.92461 0.068
H 2.50341 -0.17002 -0.85635 0.122
H 1.22099 2.11878 -1.42190 0.015
H 2.17875 0.63889 1.03316 0.134
H 2.92798 -0.47331 2.28899 0.102
H 4.11778 0.26815 1.15504 0.096
```

The value obtained for the frontier orbital gap is 6.0111 eV. The spin multiplicity is 1. As for the energy: -9018.047 eV.

Summary of ΔE to the lowest compared entry with this formula, charge and spin in kJ/mol
74.8; 136.9; 692.6
(order as listed above)